1.
{"formula": "C4H8O2", "method": "wB97M-V/def2-TZVPD", "multiplicity": 1, "mol_weight_g_mol": 88.11, "e_lumo_ev": 0.1181, "homo_lumo_gap_ev": 10.3, "smiles": "C=C(C)C=O.O", "species": ["C", "C", "C", "O", "C", "O", "H", "H", "H", "H", "H", "H", "H", "H"], "coordinates": [[-1.129, 1.169, 0.353], [-0.327, 0.118, 0.533], [1.002, 0.143, 1.232], [1.030, -0.187, -2.110], [-0.743, -1.200, -0.034], [-1.548, -1.337, -0.930], [0.483, 0.549, -1.804], [-2.068, 1.060, -0.183], [-0.876, 2.155, 0.732], [1.767, -0.278, 0.569], [0.989, -0.448, 2.155], [1.295, 1.164, 1.489], [0.374, -0.825, -2.416], [-0.248, -2.085, 0.416]], "mulliken_charge": [-0.748, 0.556, -1.165, -0.647, -0.072, -0.488, 0.347, 0.292, 0.293, 0.294, 0.316, 0.361, 0.323, 0.337]}

=====

2.
{"formula": "C4H8O2", "method": "wB97M-V/def2-TZVPD", "multiplicity": 1, "mol_weight_g_mol": 88.11, "e_lumo_ev": [-0.4492, 0.4791], "homo_lumo_gap_ev": [6.5, 8.8], "species": ["O", "C", "C", "C", "C", "O", "H", "H", "H", "H", "H", "H", "H", "H"], "coordinates": [[-2.033, 0.734, -0.125], [-1.397, -0.358, 0.222], [-0.064, -0.327, 0.727], [0.914, -0.154, -0.542], [1.441, 1.040, 0.245], [0.305, 0.988, 1.158], [-1.419, 1.469, 0.085], [-1.981, -1.267, 0.120], [-0.485, -2.117, -1.257], [0.215, -1.133, 1.414], [0.238, -1.865, -1.197], [0.366, 0.155, -1.444], [1.546, 2.028, -0.218], [2.354, 0.807, 0.813]], "mulliken_charge": [-0.477, -0.375, 0.102, -0.497, -0.230, -0.464, 0.367, 0.509, 0.026, 0.299, 0.017, 0.265, 0.249, 0.209]}

=====

3.
{"formula": "C4H8O2", "method": "wB97M-V/def2-TZVPD", "multiplicity": 1, "mol_weight_g_mol": 88.11, "e_lumo_ev": 0.8037, "homo_lumo_gap_ev": 10.4, "species": ["C", "C", "C", "C", "O", "O", "H", "H", "H", "H", "H", "H", "H", "H"], "coordinates": [[0.096, 0.460, -0.824], [0.184, 1.690, 0.080], [0.512, -0.782, -0.154], [1.069, -1.860, 0.193], [-1.190, 0.318, -1.401], [-1.087, -1.172, 0.968], [-1.713, -0.175, -0.746], [-1.187, -0.656, 1.781], [0.805, 0.573, -1.655], [1.193, 1.821, 0.477], [-0.515, 1.591, 0.911], [-0.091, 2.572, -0.498], [-0.035, -1.976, 0.936], [1.959, -2.404, -0.067]], "mulliken_charge": [0.366, -1.144, 0.162, -0.699, -0.567, -0.814, 0.418, 0.286, 0.290, 0.354, 0.261, 0.308, 0.400, 0.380]}

=====

4.
{"formula": "C4H8O2", "method": "wB97M-V/def2-TZVPD", "multiplicity": 1, "mol_weight_g_mol": 88.11, "e_lumo_ev": 0.6157, "homo_lumo_gap_ev": 10.2, "species": ["C", "C", "C", "C", "H", "H", "H", "H", "H", "H", "H", "H", "O", "O"], "coordinates": [[-1.205, 1.445, 1.188], [-0.969, 0.438, -0.200], [0.019, -0.786, 0.133], [1.163, -0.902, -0.866], [-2.027, 2.199, 0.988], [-1.666, 0.801, 1.983], [-0.234, 2.093, 1.607], [-2.164, -0.239, -0.456], [-0.478, 1.083, -1.252], [0.709, -0.851, -1.879], [1.827, 0.028, -0.802], [3.014, -1.864, -0.990], [-0.051, -1.500, 1.100], [2.062, -1.946, -0.555]], "mulliken_charge": [-0.846, -0.370, 0.583, -0.484, 0.297, 0.275, 0.249, 0.226, 0.244, 0.259, 0.272, 0.337, -0.526, -0.517]}

=====

5.
{"formula": "C4H8O2", "method": "wB97M-V/def2-TZVPD", "multiplicity": 1, "mol_weight_g_mol": 88.11, "e_lumo_ev": -0.2216, "homo_lumo_gap_ev": 8.8, "species": ["C", "C", "C", "C", "H", "H", "H", "H", "H", "H", "H", "H", "O", "O"], "coordinates": [[-2.799, 0.625, 0.008], [-0.633, -0.303, 0.397], [0.541, -0.413, -0.359], [1.980, -0.458, 0.247], [-3.833, -0.320, -0.138], [-2.840, 1.669, -1.235], [-2.792, 1.514, 1.365], [-0.597, 0.031, 1.497], [0.448, -0.597, -1.439], [1.898, -0.607, 1.470], [2.532, -1.403, -0.288], [2.520, 1.746, 0.062], [-1.816, -0.561, -0.205], [2.832, 0.719, -0.177]], "mulliken_charge": [-0.570, -0.061, -0.262, -0.310, 0.227, 0.225, 0.251, 0.266, 0.313, 0.236, 0.205, 0.322, -0.283, -0.559]}

=====

6.
{"formula": "C4H8O2", "method": "wB97M-V/def2-TZVPD", "multiplicity": 1, "mol_weight_g_mol": 88.11, "e_lumo_ev": 0.5911, "homo_lumo_gap_ev": 9.1, "species": ["C", "C", "C", "O", "C", "O", "H", "H", "H", "H", "H", "H", "H", "H"], "coordinates": [[-0.172, 0.601, -1.538], [-0.908, 0.799, -0.245], [-0.791, -0.325, 0.654], [-0.410, -1.636, 0.252], [0.502, 0.448, 1.217], [1.650, -0.269, 0.913], [0.112, 1.549, -2.002], [0.708, -0.060, -1.511], [-0.918, 0.142, -2.209], [0.576, 1.452, 0.758], [-1.554, -0.429, 1.426], [-0.486, -1.691, -0.708], [0.351, 0.631, 2.287], [1.353, -1.175, 0.715]], "mulliken_charge": [-1.030, -0.314, 0.205, -0.653, -0.405, -0.534, 0.282, 0.322, 0.375, 0.263, 0.386, 0.367, 0.347, 0.389]}

=====

7.
{"formula": "C4H8O2", "method": "wB97M-V/def2-TZVPD", "multiplicity": 1, "mol_weight_g_mol": 88.11, "e_lumo_ev": 1.0455, "homo_lumo_gap_ev": 11.2, "smiles": "C[C@H]1O[C@H]1CO", "species": ["C", "C", "O", "C", "C", "O", "H", "H", "H", "H", "H", "H", "H", "H"], "coordinates": [[1.774, 0.442, 0.023], [0.831, -0.622, 0.512], [-0.260, -0.266, 1.350], [-0.552, -0.793, 0.046], [-1.342, 0.217, -0.766], [-2.400, 0.670, 0.049], [1.256, 1.354, -0.281], [2.322, 0.046, -0.839], [2.499, 0.705, 0.798], [1.332, -1.520, 0.880], [-0.972, -1.800, 0.058], [-1.786, -0.249, -1.653], [-0.706, 1.051, -1.104], [-1.995, 0.765, 0.927]], "mulliken_charge": [-1.271, 0.226, -0.500, -0.063, -0.430, -0.522, 0.365, 0.288, 0.314, 0.392, 0.374, 0.293, 0.178, 0.357]}

=====

8.
{"formula": "C4H8O2", "method": "wB97M-V/def2-TZVPD", "multiplicity": 1, "mol_weight_g_mol": 88.11, "e_lumo_ev": 0.8242, "homo_lumo_gap_ev": 10.9, "smiles": "OC[C@H]1C[C@H]1O", "species": ["O", "C", "C", "C", "C", "O", "H", "H", "H", "H", "H", "H", "H", "H"], "coordinates": [[-1.364, -1.791, -0.780], [-0.115, -1.429, -0.225], [-0.238, -0.218, 0.667], [0.957, 0.669, 0.910], [-0.181, 1.148, 0.055], [-0.019, 1.192, -1.336], [-1.651, -1.046, -1.324], [0.636, -1.236, -1.005], [0.217, -2.295, 0.356], [-0.941, -0.354, 1.486], [1.875, 0.408, 0.388], [1.099, 1.101, 1.897], [-0.839, 1.919, 0.456], [0.564, 1.931, -1.545]], "mulliken_charge": [-0.527, -0.614, -0.040, -0.737, -0.004, -0.521, 0.332, 0.280, 0.323, 0.340, 0.262, 0.261, 0.339, 0.305]}

=====

9.
{"formula": "C4H8O2", "method": "wB97M-V/def2-TZVPD", "multiplicity": 1, "mol_weight_g_mol": 88.11, "e_lumo_ev": 0.6333, "homo_lumo_gap_ev": 9.4, "species": ["O", "C", "C", "C", "O", "C", "H", "H", "H", "H", "H", "H", "H", "H"], "coordinates": [[1.066, 2.237, -0.120], [0.422, 1.025, -0.446], [0.774, -0.086, 0.547], [-0.074, -1.338, 0.390], [-1.474, -0.963, 0.480], [-2.137, -0.572, -0.568], [0.689, 2.540, 0.716], [0.752, 0.759, -1.456], [0.647, 0.299, 1.567], [1.831, -0.354, 0.436], [0.103, -2.052, 1.199], [0.081, -1.828, -0.578], [-1.450, -0.742, -1.453], [-0.667, 1.171, -0.487]], "mulliken_charge": [-0.508, -0.552, -0.235, -0.617, -0.184, -0.351, 0.312, 0.314, 0.362, 0.228, 0.323, 0.393, 0.210, 0.304]}

=====

10.
{"formula": "C4H8O2", "method": "wB97M-V/def2-TZVPD", "multiplicity": 1, "mol_weight_g_mol": 88.11, "e_lumo_ev": 1.0014, "homo_lumo_gap_ev": 11.8, "smiles": "CCCOC=O", "species": ["C", "C", "C", "O", "C", "O", "H", "H", "H", "H", "H", "H", "H", "H"], "coordinates": [[-1.410, 0.441, -0.509], [-0.890, 0.275, 0.924], [0.381, -0.554, 1.017], [1.492, 0.220, 0.520], [2.076, -0.178, -0.614], [1.773, -1.129, -1.286], [-2.136, -0.338, -0.762], [-1.901, 1.408, -0.645], [-0.602, 0.375, -1.244], [-1.653, -0.200, 1.552], [-0.683, 1.252, 1.375], [0.629, -0.783, 2.058], [0.312, -1.483, 0.445], [2.898, 0.514, -0.849]], "mulliken_charge": [-0.945, -0.375, -0.494, -0.284, 0.156, -0.485, 0.280, 0.298, 0.235, 0.313, 0.283, 0.303, 0.361, 0.352]}